(1)
This record from OMol25 describes a cluster of 3 separate species, C20H23BrN2O3P in total in a non-equilibrium geometry. The level of theory is the ωB97M-V functional and the def2-TZVPD basis.

- energy relative to the best compared isomer or geometry (same formula, charge and spin) (kJ/mol) = 444.6
- E_HOMO (eV) = -11.08
- LUMO (eV) = -5.80
- E (a.u.) = -4025.99671

```
! RIJCOSX wB97M-V def2-TZVPD def2/J DEFGRID3
* xyz 1 1
O 5.98 -2.80 1.18
C 6.77 -1.89 0.56
O 7.44 -2.24 -0.71
C 6.92 -0.42 1.27
C 6.71 0.72 0.09
C 5.46 1.69 0.55
C 3.96 1.06 0.20
C 3.16 0.38 1.41
C 1.72 -0.11 0.86
P 0.38 -0.95 1.95
O -1.24 -0.62 1.30
Br 0.72 -3.22 1.69
C 1.45 0.18 -0.68
N 2.30 0.77 -1.71
N 3.47 1.15 -1.17
H 6.70 -2.32 -1.41
H 6.05 -0.32 2.08
H 7.94 -0.27 1.85
H 7.68 1.40 0.10
H 6.61 0.27 -0.98
H 5.56 2.69 -0.09
H 5.52 1.88 1.71
H 3.54 0.25 2.51
H -1.85 -1.26 1.78
H 0.37 -0.15 -1.07
H 4.12 1.62 -1.87
C -7.22 0.16 2.62
C -6.69 1.18 1.84
C -5.42 1.04 1.27
C -4.69 -0.13 1.48
C -5.22 -1.15 2.27
C -6.48 -1.00 2.84
H -8.20 0.28 3.07
H -7.26 2.09 1.66
H -5.01 1.84 0.66
H -3.70 -0.24 1.03
H -4.65 -2.06 2.43
H -6.89 -1.80 3.46
C -2.27 -0.97 -2.75
C -2.63 -0.64 -4.05
C -3.37 0.51 -4.31
C -3.74 1.35 -3.25
C -3.37 1.03 -1.95
C -2.64 -0.13 -1.69
H -1.69 -1.87 -2.55
H -2.34 -1.29 -4.88
H -3.66 0.76 -5.33
H -4.31 2.25 -3.45
H -3.65 1.68 -1.13
H -2.36 -0.38 -0.67
*
```

Partial charges, Mulliken, in e: atom 1 (O): -0.518, atom 2 (C): 0.323, atom 3 (O): -0.446, atom 4 (C): -0.272, atom 5 (C): -0.446, atom 6 (C): -1.027, atom 7 (C): 0.706, atom 8 (C): -0.268, atom 9 (C): 0.284, atom 10 (P): 0.254, atom 11 (O): -0.419, atom 12 (Br): -0.128, atom 13 (C): -0.095, atom 14 (N): -0.766, atom 15 (N): 0.330, atom 16 (H): 0.363, atom 17 (H): 0.137, atom 18 (H): 0.388, atom 19 (H): 0.338, atom 20 (H): 0.337, atom 21 (H): 0.356, atom 22 (H): 0.364, atom 23 (H): 0.280, atom 24 (H): 0.289, atom 25 (H): 0.222, atom 26 (H): 0.350, atom 27 (C): -0.447, atom 28 (C): -0.489, atom 29 (C): -0.415, atom 30 (C): 0.959, atom 31 (C): -0.322, atom 32 (C): -0.411, atom 33 (H): 0.364, atom 34 (H): 0.364, atom 35 (H): 0.268, atom 36 (H): -0.534, atom 37 (H): 0.350, atom 38 (H): 0.364, atom 39 (C): -0.537, atom 40 (C): -0.412, atom 41 (C): -0.384, atom 42 (C): -0.523, atom 43 (C): -0.240, atom 44 (C): -0.040, atom 45 (H): 0.408, atom 46 (H): 0.373, atom 47 (H): 0.373, atom 48 (H): 0.376, atom 49 (H): 0.360, atom 50 (H): 0.262

(2)
This record from OMol25 describes a structure of composition C20H23CaO9P3 in a non-equilibrium geometry. The level of theory is the ωB97M-V functional and the def2-TZVPD basis.

- E_HOMO (eV) = -12.48
- LUMO (eV) = -10.44
- E (a.u.) = -3154.08495

```
! RIJCOSX wB97M-V def2-TZVPD def2/J DEFGRID3
* xyz 2 1
C 3.84 -1.30 4.34
C 4.30 -2.57 3.55
O 3.25 -3.52 3.24
P 2.08 -2.91 2.25
O 0.93 -2.45 3.09
C 2.62 -1.49 1.17
C 2.67 -1.83 -0.39
C 2.09 -0.61 -1.18
C 0.63 -0.52 -1.34
C 0.07 0.62 -2.02
C 0.90 1.72 -2.59
C 2.34 1.62 -2.48
C 2.89 0.46 -1.77
O 4.30 0.37 -1.62
C 0.16 2.93 -3.27
O 0.55 3.44 -4.29
C -1.14 3.37 -2.53
C -1.55 4.75 -2.35
C -2.78 4.99 -1.59
C -3.59 3.90 -1.02
P -5.13 4.28 -0.01
P -6.10 2.33 0.30
O -5.23 1.41 1.10
O -6.42 1.74 -1.22
O -7.50 2.51 1.17
C -3.19 2.51 -1.23
C -1.97 2.28 -1.99
C -1.49 0.81 -2.19
O -2.23 -0.10 -2.42
O 1.52 -4.21 1.35
C 0.21 -3.93 0.79
C -0.99 -4.54 1.61
H 3.08 -0.70 3.78
H 4.74 -0.63 4.45
H 3.52 -1.54 5.39
H 5.02 -3.12 4.22
H 4.88 -2.33 2.61
H 3.61 -1.03 1.43
H 1.85 -0.68 1.31
H 3.79 -1.96 -0.65
H 2.17 -2.79 -0.66
H -0.01 -1.32 -0.89
H 2.96 2.44 -2.91
H 4.52 -0.54 -1.85
H -0.93 5.58 -2.77
H -3.09 6.05 -1.41
H -6.00 5.14 -0.75
H -6.03 0.85 -1.34
H -7.47 1.80 1.84
H -3.73 1.61 -0.87
H 0.10 -2.82 0.68
H 0.17 -4.36 -0.25
H -1.53 -5.29 0.98
H -1.73 -3.70 1.76
H -0.71 -4.91 2.62
Ca 4.76 -1.78 -3.18
*
```

Partial charges, Mulliken, in e: atom 1 (C): -0.842, atom 2 (C): -0.272, atom 3 (O): -0.423, atom 4 (P): 1.023, atom 5 (O): -0.706, atom 6 (C): -1.233, atom 7 (C): -0.493, atom 8 (C): 1.539, atom 9 (C): -0.770, atom 10 (C): 0.275, atom 11 (C): 0.498, atom 12 (C): -1.203, atom 13 (C): 0.383, atom 14 (O): -0.447, atom 15 (C): 0.102, atom 16 (O): -0.467, atom 17 (C): 0.438, atom 18 (C): -0.976, atom 19 (C): -0.602, atom 20 (C): 0.613, atom 21 (P): -0.135, atom 22 (P): 0.928, atom 23 (O): -0.619, atom 24 (O): -0.458, atom 25 (O): -0.529, atom 26 (C): -0.314, atom 27 (C): 0.219, atom 28 (C): -0.185, atom 29 (O): -0.480, atom 30 (O): -0.519, atom 31 (C): 0.104, atom 32 (C): -1.200, atom 33 (H): 0.269, atom 34 (H): 0.346, atom 35 (H): 0.320, atom 36 (H): 0.343, atom 37 (H): 0.202, atom 38 (H): 0.508, atom 39 (H): 0.436, atom 40 (H): 0.059, atom 41 (H): 0.483, atom 42 (H): 0.449, atom 43 (H): 0.448, atom 44 (H): -0.104, atom 45 (H): 0.426, atom 46 (H): 0.337, atom 47 (H): 0.123, atom 48 (H): 0.369, atom 49 (H): 0.341, atom 50 (H): 0.333, atom 51 (H): -0.056, atom 52 (H): 0.422, atom 53 (H): 0.325, atom 54 (H): 0.301, atom 55 (H): 0.309, atom 56 (Ca): 1.763

(3)
This record from OMol25 describes a structure of composition C20H23Cl4FeN3O6P. The level of theory is the ωB97M-V functional and the def2-TZVPD basis.

- energy relative to the best compared isomer or geometry (same formula, charge and spin) (kJ/mol) = 13.2
- E_HOMO (spin up / spin down) (eV) = -10.39 / -10.39
- LUMO (spin up / spin down) (eV) = -2.65 / -2.65
- E (a.u.) = -4837.36875

```
! RIJCOSX wB97M-V def2-TZVPD def2/J DEFGRID3
* xyz 1 1
Fe 0.13 -0.32 0.08
C 2.74 -3.15 2.26
C 2.05 -1.84 2.01
O 1.33 -1.69 1.02
N 2.26 -0.87 2.91
C 1.76 0.49 2.75
C 0.26 0.62 2.95
C -0.24 1.03 4.17
C -1.61 1.16 4.34
C -2.44 0.88 3.27
C -1.87 0.48 2.08
N -0.55 0.35 1.91
H 2.27 -3.92 1.66
H 2.69 -3.43 3.31
H 3.78 -3.07 1.97
H 2.80 -1.09 3.73
H 2.04 0.85 1.77
H 2.26 1.10 3.50
H 0.44 1.25 4.98
H -2.01 1.49 5.29
H -3.51 0.98 3.35
H -2.47 0.26 1.21
Cl -2.17 6.43 -1.03
C -1.88 4.73 -0.95
C -2.92 3.83 -1.24
C -2.73 2.48 -1.18
C -1.48 1.92 -0.81
O -1.34 0.65 -0.77
C -0.42 2.84 -0.53
C 0.90 2.42 -0.24
O 1.32 1.25 -0.10
C -0.65 4.24 -0.61
H -3.89 4.23 -1.51
H -3.53 1.79 -1.41
H 1.65 3.22 -0.16
H 0.17 4.92 -0.40
Cl -3.54 -4.23 -1.48
C -3.34 -2.48 -1.46
Cl -4.80 -1.69 -0.86
Cl -2.90 -1.87 -3.05
C -2.24 -2.15 -0.55
N -1.36 -1.86 0.13
C 3.25 -1.48 -3.03
O 2.46 -1.05 -1.90
P 0.86 -1.12 -1.93
O 0.50 -2.60 -2.43
C 0.65 -3.72 -1.54
O 0.45 -0.44 -3.32
C 0.59 0.97 -3.51
H 3.89 -0.65 -3.33
H 2.62 -1.78 -3.87
H 3.87 -2.31 -2.72
H 1.59 -4.22 -1.75
H -0.17 -4.40 -1.74
H 0.63 -3.41 -0.50
H 0.40 1.16 -4.56
H 1.60 1.30 -3.26
H -0.14 1.52 -2.91
*
```

Partial charges, Mulliken, in e: atom 1 (Fe): 0.160, atom 2 (C): -1.564, atom 3 (C): 0.451, atom 4 (O): -0.276, atom 5 (N): -0.022, atom 6 (C): -1.328, atom 7 (C): 1.060, atom 8 (C): -0.945, atom 9 (C): -0.388, atom 10 (C): -1.160, atom 11 (C): -0.089, atom 12 (N): 0.636, atom 13 (H): 0.296, atom 14 (H): 0.462, atom 15 (H): 0.337, atom 16 (H): 0.298, atom 17 (H): -0.022, atom 18 (H): 0.693, atom 19 (H): 0.497, atom 20 (H): 0.429, atom 21 (H): 0.465, atom 22 (H): 0.421, atom 23 (Cl): -0.211, atom 24 (C): -0.055, atom 25 (C): -0.547, atom 26 (C): -0.971, atom 27 (C): -0.542, atom 28 (O): 0.440, atom 29 (C): 1.809, atom 30 (C): -0.619, atom 31 (O): -0.433, atom 32 (C): -1.001, atom 33 (H): 0.470, atom 34 (H): 0.442, atom 35 (H): 0.373, atom 36 (H): 0.435, atom 37 (Cl): -0.086, atom 38 (C): 0.727, atom 39 (Cl): -0.088, atom 40 (Cl): -0.039, atom 41 (C): -0.190, atom 42 (N): -0.205, atom 43 (C): -0.871, atom 44 (O): -0.347, atom 45 (P): 1.716, atom 46 (O): -0.403, atom 47 (C): -0.602, atom 48 (O): -0.456, atom 49 (C): -0.470, atom 50 (H): 0.298, atom 51 (H): 0.368, atom 52 (H): 0.307, atom 53 (H): 0.265, atom 54 (H): 0.261, atom 55 (H): 0.131, atom 56 (H): 0.364, atom 57 (H): 0.293, atom 58 (H): 0.025

(4)
This record from OMol25 describes a structure of composition C20H23ClMnN2 in a non-equilibrium geometry. The level of theory is the ωB97M-V functional and the def2-TZVPD basis.

- energy relative to the best compared isomer or geometry (same formula, charge and spin) (kJ/mol) = 81.6
- <S²> = 4.149
- E_HOMO (spin up / spin down) (eV) = -13.84 / -14.67
- LUMO (spin up / spin down) (eV) = -8.02 / -7.90
- E (a.u.) = -2495.87720

```
! RIJCOSX wB97M-V def2-TZVPD def2/J DEFGRID3
* xyz 2 4
C 5.18 -1.18 -0.27
C 4.69 -2.56 -0.13
C 5.24 -0.56 -1.61
C 5.28 -0.33 0.94
Cl 2.07 -0.48 -0.02
H 6.30 -0.73 -1.87
H 5.04 0.53 -1.63
H 4.60 -1.07 -2.37
H 5.63 -3.12 -0.09
H 4.10 -2.94 -0.99
H 4.13 -2.77 0.81
H 6.35 -0.44 1.20
H 4.69 -0.68 1.80
H 5.09 0.75 0.77
C -1.81 -0.26 -1.20
C -0.87 0.05 -2.26
C 0.20 -0.90 -2.20
H -0.99 0.83 -3.02
C -0.05 -1.79 -1.07
C -1.26 -1.33 -0.41
H -1.74 -1.83 0.45
H -2.82 0.14 -1.08
H 1.03 -0.98 -2.91
H 0.55 -2.66 -0.78
C -0.42 1.54 1.36
C -1.14 2.00 0.21
C -0.19 2.37 -0.81
H -2.22 2.12 0.15
C 1.13 2.25 -0.25
C 0.99 1.74 1.10
H 1.81 1.57 1.80
H -0.83 1.17 2.31
H -0.42 2.81 -1.78
H 2.06 2.56 -0.74
Mn 0.14 0.30 -0.40
N -7.17 -1.88 -0.62
C -6.52 -1.16 0.02
C -5.65 -0.33 0.81
C -6.08 0.88 1.39
C -5.14 1.66 2.05
C -3.81 1.23 2.08
N -3.43 0.09 1.54
C -4.30 -0.69 0.90
H -7.12 1.19 1.31
H -5.37 2.61 2.53
H -3.04 1.85 2.52
H -3.93 -1.60 0.44
*
```

Partial charges, Mulliken, in e: atom 1 (C): 0.966, atom 2 (C): -1.052, atom 3 (C): -1.050, atom 4 (C): -1.043, atom 5 (Cl): -0.303, atom 6 (H): 0.394, atom 7 (H): 0.309, atom 8 (H): 0.304, atom 9 (H): 0.419, atom 10 (H): 0.327, atom 11 (H): 0.338, atom 12 (H): 0.415, atom 13 (H): 0.334, atom 14 (H): 0.320, atom 15 (C): 0.153, atom 16 (C): -0.928, atom 17 (C): -0.075, atom 18 (H): 0.482, atom 19 (C): -1.069, atom 20 (C): 0.252, atom 21 (H): 0.483, atom 22 (H): 0.737, atom 23 (H): 0.420, atom 24 (H): 0.486, atom 25 (C): 0.192, atom 26 (C): -0.043, atom 27 (C): -0.944, atom 28 (H): 0.695, atom 29 (C): -0.067, atom 30 (C): -1.239, atom 31 (H): 0.474, atom 32 (H): 0.481, atom 33 (H): 0.521, atom 34 (H): 0.448, atom 35 (Mn): -0.096, atom 36 (N): -0.402, atom 37 (C): -0.058, atom 38 (C): 0.304, atom 39 (C): -0.392, atom 40 (C): -0.699, atom 41 (C): -0.222, atom 42 (N): -0.152, atom 43 (C): -0.229, atom 44 (H): 0.479, atom 45 (H): 0.434, atom 46 (H): 0.388, atom 47 (H): 0.509